ORCA calculation (wB97M-V/def2-TZVPD) on a molecular structure, C43H31N7O2TeTl.

Properties
Frontier orbital gap: 6.2377 eV
Total charge: -1
Molecular weight: 1009.75 Da
Relative energy (zero: lowest compared OMol25 entry of this formula, charge and spin): 7.57 kcal/mol
E_tot: -2631.5486 hartree

Positions of all 85 atoms, in Å:
Tl1 0.612 1.260 0.168
C1 -3.044 -0.745 -6.207
C2 -2.470 -0.085 -4.974
C3 -2.079 1.248 -4.966
C4 -1.506 1.839 -3.852
C5 -1.054 3.249 -3.984
O1 -1.640 4.039 -4.704
C6 0.187 3.704 -3.268
C7 1.274 2.854 -3.089
C8 2.420 3.311 -2.459
C9 2.483 4.620 -1.994
C10 1.406 5.476 -2.184
C11 0.265 5.019 -2.831
C12 -1.367 1.130 -2.616
O2 -0.972 1.748 -1.575
C13 -1.751 -0.263 -2.626
C14 -2.279 -0.805 -3.807
C15 -1.585 -1.150 -1.454
N1 -0.919 -0.835 -0.401
C16 -0.785 -1.773 0.709
C17 -1.217 -1.159 2.041
Te1 -3.299 -0.634 2.163
C18 -2.898 1.412 1.795
C19 -2.778 1.882 0.492
C20 -2.395 3.199 0.260
C21 -2.142 4.048 1.327
C22 -2.271 3.584 2.632
C23 -2.646 2.267 2.868
C24 -2.217 -2.516 -1.582
C25 -1.436 -3.634 -1.851
C26 -2.019 -4.889 -1.965
C27 -3.391 -5.037 -1.807
C28 -4.176 -3.921 -1.540
C29 -3.590 -2.668 -1.432
H1 -3.103 -0.038 -7.035
H2 -4.050 -1.132 -6.022
H3 -2.424 -1.584 -6.531
H4 -2.190 1.860 -5.856
H5 1.222 1.833 -3.450
H6 3.265 2.645 -2.328
H7 3.374 4.971 -1.485
H8 1.459 6.503 -1.840
H9 -0.581 5.674 -3.000
H10 -2.548 -1.854 -3.826
H11 0.278 -2.013 0.802
H12 -1.320 -2.708 0.555
H13 -0.698 -0.219 2.234
H14 -0.997 -1.852 2.855
H15 -2.938 1.217 -0.348
H16 -2.257 3.540 -0.758
H17 -1.831 5.069 1.143
H18 -2.070 4.244 3.468
H19 -2.743 1.903 3.883
H20 -0.366 -3.513 -1.982
H21 -1.401 -5.754 -2.176
H22 -3.847 -6.015 -1.896
H23 -5.248 -4.028 -1.423
H24 -4.199 -1.796 -1.229
N2 3.086 -1.082 10.716
C30 3.019 -1.132 9.569
C31 2.937 -1.189 8.131
C32 3.667 -2.134 7.420
C33 3.607 -2.170 6.040
C34 2.812 -1.263 5.346
C35 2.063 -0.330 6.060
C36 2.130 -0.290 7.439
N3 2.766 -1.295 3.937
C37 3.262 -2.290 3.103
C38 2.998 -1.882 1.837
N4 2.361 -0.657 1.853
C39 2.237 -0.335 3.106
H25 4.288 -2.841 7.953
H26 4.193 -2.902 5.504
H27 1.410 0.360 5.544
H28 1.545 0.436 7.987
H29 3.732 -3.185 3.471
H30 3.237 -2.380 0.908
H31 1.793 0.584 3.462
N5 2.060 -0.120 -1.365
C40 2.899 -0.496 -2.069
C41 3.902 -0.967 -2.925
C42 5.022 -1.644 -2.373
N6 5.921 -2.200 -1.903
C43 3.809 -0.749 -4.327
N7 3.736 -0.573 -5.467

Here are the Löwdin charges for atoms 1 to 4, given in e: 0.796, -0.062, -0.271, 0.021

---

ORCA calculation (wB97M-V/def2-TZVPD) on C5H7NO in the gas phase.

Properties
Frontier orbital gap: 9.4349 eV
Total charge: 0
Molecular weight: 97.12 Da
Relative energy (zero: lowest compared OMol25 entry of this formula, charge and spin): 52.36 kcal/mol
E_tot: -324.6410 hartree

Positions of all 14 atoms, in Å:
C1 1.725 -0.995 -0.130
C2 0.287 -0.561 -0.330
N1 -0.408 1.526 0.934
C3 -0.471 0.071 0.797
C4 -1.657 0.899 0.495
C5 -0.252 -0.524 -1.533
O1 -0.741 -0.467 -2.595
H1 1.958 -1.916 -0.672
H2 1.892 -1.185 0.935
H3 2.437 -0.222 -0.441
H4 0.107 1.909 0.144
H5 -0.423 -0.473 1.741
H6 -2.475 1.004 1.199
H7 -1.978 0.934 -0.546

Here are the Löwdin charges for atoms 1 to 4, given in e: -0.047, -0.246, 0.031, -0.298

---

ORCA calculation (wB97M-V/def2-TZVPD) on 17 unconnected molecules or ions with the total composition H35O17 at a distorted geometry.

Properties
Frontier orbital gap: 10.5365 eV
Total charge: +1
Molecular weight: 307.26 Da
Relative energy (zero: lowest compared OMol25 entry of this formula, charge and spin): 81.21 kcal/mol
E_tot: -1299.7795 hartree

Positions of all 52 atoms, in Å:
O1 -2.609 -0.442 -2.655
H1 -0.707 -4.058 2.625
H2 -0.411 -2.882 3.632
O2 -1.045 -3.540 3.354
H3 1.758 -3.926 3.039
H4 -0.174 1.560 -4.365
O3 -0.943 2.167 1.249
H5 0.796 2.770 -4.314
H6 -0.265 2.830 1.104
O4 3.765 3.118 -0.536
H7 3.801 3.954 -0.091
H8 -3.594 0.607 0.089
O5 -1.513 3.911 -1.356
H9 -1.805 -1.754 -0.026
O6 -1.220 -0.440 2.384
H10 -1.089 -0.528 1.416
H11 2.924 -0.730 2.362
O7 1.939 -0.463 0.853
H12 3.341 -0.692 -2.285
H13 2.593 -0.110 0.172
O8 -3.876 -0.139 -0.531
H14 -2.680 -1.346 -2.359
H15 -0.434 -1.510 -0.658
O9 1.529 -3.095 2.623
H16 -1.650 0.570 -1.415
H17 2.214 -2.864 1.980
O10 3.033 -0.151 3.150
H18 1.692 -1.175 0.240
H19 3.842 0.355 2.973
O11 -0.940 0.482 -0.777
H20 1.895 -2.834 -0.968
H21 -1.958 3.088 -1.533
O12 0.652 0.528 3.668
H22 -0.995 1.659 0.408
H23 1.450 -0.037 3.882
O13 2.859 -2.826 -0.960
H24 -3.474 -0.053 -2.706
H25 3.014 -3.594 -0.383
O14 -0.881 -2.027 0.008
H26 -4.752 1.854 -2.223
H27 -0.014 -0.120 3.134
O15 -3.949 1.907 -2.753
H28 -1.671 4.638 -1.969
H29 -4.156 1.381 -3.541
O16 0.518 1.949 -3.829
H30 -1.348 -1.385 2.605
H31 3.225 2.942 -1.296
O17 2.497 -0.218 -2.281
H32 1.910 -0.048 -3.012
H33 -3.999 -0.839 0.146
H34 -0.040 0.523 -1.140
H35 0.944 1.030 2.866

Here are the Löwdin charges for atoms 1 to 4, given in e: -0.062, 0.034, 0.003, -0.041

---

ORCA calculation (wB97M-V/def2-TZVPD) on a molecular structure, C18H28Br3N2O2S3 at a distorted geometry.

Properties
Frontier orbital gap: 6.3675 eV
Total charge: +1
Molecular weight: 640.35 Da
E_tot: -9878.9327 hartree

Positions of all 56 atoms, in Å:
C1 -6.017 -0.017 4.110
C2 -4.744 0.429 3.307
S1 -4.015 -0.958 2.304
C3 -2.457 -0.200 1.680
C4 -1.296 -1.212 1.469
C5 -0.841 -2.050 2.598
C6 -1.471 -2.040 4.016
O1 -2.253 -2.930 4.264
O2 -1.186 -1.116 4.983
C7 0.303 -2.991 2.408
C8 0.916 -3.035 1.106
N1 0.444 -2.267 0.051
C9 -0.609 -1.380 0.163
C10 -1.101 -0.545 -1.047
C11 -0.202 -0.648 -2.341
C12 0.960 0.443 -2.414
S2 1.568 0.969 -0.753
C13 2.684 2.382 -1.113
S3 2.025 3.903 -1.001
N2 4.073 2.287 -1.451
C14 4.978 2.624 -0.312
C15 6.125 3.560 -0.907
C16 4.428 1.019 -2.117
C17 4.125 1.045 -3.687
H1 -6.925 -0.118 3.448
H2 -6.302 0.765 4.876
H3 -5.849 -0.962 4.694
H4 -3.972 0.807 4.042
H5 -5.012 1.314 2.662
H6 -2.108 0.520 2.484
H7 -2.612 0.438 0.768
H8 -1.691 -1.435 5.765
H9 0.642 -3.596 3.279
H10 1.793 -3.709 0.958
H11 0.955 -2.380 -0.831
H12 -1.273 0.538 -0.829
H13 -2.121 -0.971 -1.326
H14 -0.882 -0.416 -3.212
H15 0.213 -1.670 -2.550
H16 1.810 -0.001 -2.990
H17 0.527 1.342 -2.942
H18 4.441 3.131 0.526
H19 5.431 1.658 0.047
H20 6.791 2.988 -1.618
H21 6.722 4.071 -0.107
H22 5.595 4.316 -1.557
H23 5.554 0.933 -2.048
H24 4.027 0.093 -1.618
H25 3.285 1.733 -3.956
H26 5.052 1.441 -4.196
H27 4.002 -0.005 -4.067
C18 -4.927 -1.737 -3.032
Br1 -3.496 -1.123 -4.183
Br2 -4.428 -1.671 -1.161
Br3 -6.574 -0.785 -3.365
H28 -5.106 -2.779 -3.277

Here are the Löwdin charges for atoms 1 to 4, given in e: -0.167, -0.510, 0.830, -0.424